Entry 1:
Density functional theory data (ωB97M-V/def2-TZVPD) for a structure of composition C15H8LiN3O2S5.

Atoms and positions in Å:
Li: 0.833310 0.452394 -0.497622
O: 2.350069 -0.221406 3.138340
C: 2.032695 0.021444 1.971919
N: 0.868304 0.258945 1.373310
C: -0.358482 0.325605 2.003675
O: -0.558473 0.554428 3.189652
C: -1.490154 0.097945 1.038681
C: -2.735537 -0.076389 1.533025
C: -4.014384 -0.358668 0.922243
C: -3.772299 0.679999 -1.398423
C: -2.489238 0.045199 -2.021228
N: -1.162513 -0.034750 -0.351536
C: 3.163289 0.001008 0.931185
C: 4.489715 -0.001372 1.352152
C: 5.495176 -0.014539 0.404391
C: 5.152240 -0.037702 -0.942400
C: 3.808028 -0.042166 -1.274157
N: 2.834371 -0.023903 -0.365215
H: -2.750149 -0.066442 2.619216
H: -4.740571 -0.790314 1.601779
H: -4.472860 0.959866 -2.173605
H: -2.521418 -0.104851 -3.094681
H: 4.680156 0.004294 2.416584
H: 6.537126 -0.006608 0.704492
H: 5.907539 -0.049467 -1.717673
H: 3.483652 -0.058734 -2.310013
S: -6.158731 -0.459455 -0.733686
C: -4.544302 -0.054913 -0.319489
S: -2.642158 -2.477337 -0.552791
C: -1.854188 -1.022155 -1.163772
C: -1.484873 1.050283 -1.382781
S: -0.084520 1.739138 -2.215644
S: -2.839349 2.176100 -0.832148
S: -0.961471 -2.465475 -1.853767

Atoms 1-3, force components in eV/Å:
0.05 -0.16 -0.41
0.02 0.02 -0.04
-0.18 0.00 0.06

Summary:
Highest occupied orbital energy, eV: -0.972
Charge: -2
Max |F|, Eh/bohr: 0.0114
Calculated total energy, eV: -78633.42093
LUMO energy, eV: 4.2

=====

Entry 2:
Density functional theory data (ωB97M-V/def2-TZVPD) for a structure of composition C4H17N2OSn at a distorted geometry.

Atoms and positions in Å:
C: -1.264240 0.287248 -1.969473
Sn: 0.432303 1.141529 -1.077417
N: 2.601514 0.267922 0.401170
N: 1.443091 -0.533448 -2.179599
H: 2.409962 -0.659214 0.772226
H: 0.377391 2.850548 -1.427683
H: -1.952660 1.053706 -1.546359
H: -1.475183 -0.743662 -1.786985
H: -0.924414 0.676068 -2.941534
H: 1.414513 -1.355695 -1.562482
H: 2.405239 -0.349558 -2.427767
H: 0.896127 -0.724910 -3.011541
H: 3.511278 0.187529 -0.047837
H: 2.790859 0.839020 1.236100
C: -0.207183 -0.596896 2.439408
C: -1.044757 -0.634456 1.177290
C: -2.206285 0.365850 1.149682
O: -0.262639 -0.470431 0.043581
H: 0.286544 0.352760 2.517300
H: 0.540050 -1.375635 2.413068
H: -0.824859 -0.756298 3.306339
H: -1.469354 -1.639847 1.066251
H: -1.826545 1.410915 1.184151
H: -2.829561 0.231573 0.235226
H: -2.821192 0.175382 2.036884

Atoms 1-3, force components in eV/Å:
-0.76 3.36 -1.73
1.37 -0.67 1.72
0.84 0.00 0.93

Summary:
Highest occupied orbital energy (alpha / beta), eV: -1.092 / 0.159
Charge: -1
Max |F|, Eh/bohr: 0.0749
Calculated total energy, eV: -15278.23107
LUMO energy (alpha / beta), eV: 3.4 / 3.6

=====

Entry 3:
Density functional theory data (ωB97M-V/def2-TZVPD) for a structure of composition C16H23B11Br6CrFGeN2S2.

Atoms and positions in Å:
Cr: -0.116190 0.181992 -0.759426
Br: -1.890101 1.406178 0.710446
B: -3.364032 0.212069 0.130674
B: -4.996807 0.333436 0.744000
C: -5.583203 -1.243885 0.555738
B: -3.991432 -1.096021 1.121031
B: -4.477363 -2.405055 0.006928
B: -5.765083 -1.780033 -1.053053
B: -6.084399 -0.091042 -0.599394
B: -4.634583 0.862730 -0.920747
Br: -4.652484 2.740342 -1.420358
B: -5.112532 -0.454167 -2.043418
Br: -5.714244 -0.079631 -3.843863
B: -4.114445 -1.900486 -1.665280
Br: -3.546738 -3.167485 -3.015843
B: -3.042885 -1.450700 -0.318304
Br: -1.194930 -2.165241 -0.288440
B: -3.415678 -0.265090 -1.569263
Br: -1.909881 0.305152 -2.714204
H: -5.354713 1.040346 1.615294
H: -6.325483 -1.575073 1.266068
H: -3.681297 -1.334211 2.232137
H: -4.494226 -3.519214 0.386939
H: -6.654815 -2.486468 -1.359208
H: -7.185508 0.323939 -0.604191
S: 0.802551 2.163501 -1.725763
C: 0.926057 3.126923 -0.299741
N: 1.365610 2.726655 0.875977
C: 1.364208 3.807790 1.863047
C: 0.784590 4.996774 1.060404
N: 0.586953 4.407570 -0.268160
H: 1.741787 1.798550 1.029457
H: 2.377541 3.996963 2.212670
H: 0.740628 3.543404 2.715544
H: 1.472985 5.837509 1.008014
H: -0.165416 5.341342 1.464808
H: 0.134425 4.864222 -1.042130
S: 1.412359 -0.849620 -2.254352
Ge: 3.463963 -0.873359 -1.195390
C: 3.935134 0.584599 -0.008996
C: 4.577471 1.673005 -0.597805
C: 5.049155 2.724640 0.178951
C: 4.905431 2.683204 1.557190
C: 4.282498 1.594207 2.157594
C: 3.795326 0.553088 1.380595
C: 3.336670 -2.677068 -0.517927
C: 3.786381 -3.717490 -1.332574
C: 3.692929 -5.031650 -0.900275
C: 3.140280 -5.314199 0.341001
C: 2.674263 -4.286257 1.149392
C: 2.764728 -2.971004 0.720554
H: 4.361115 -0.770655 -2.432206
H: 4.716711 1.708392 -1.672385
H: 5.547460 3.561142 -0.293261
H: 5.296706 3.487502 2.167343
H: 4.188227 1.547762 3.235102
H: 3.308981 -0.280055 1.865730
H: 4.222049 -3.506119 -2.302284
H: 4.051680 -5.833607 -1.531340
H: 3.067908 -6.339729 0.678100
H: 2.237018 -4.509816 2.113497
H: 2.374785 -2.181428 1.350124
F: 0.981883 0.020900 0.655249

Atoms 1-3, force components in eV/Å:
-0.33 -0.02 -0.38
0.17 -0.12 0.11
-0.03 0.12 -0.03

Summary:
Highest occupied orbital energy (alpha / beta), eV: -11.870 / -11.870
Charge: +1
Spin multiplicity: 5
Max |F|, Eh/bohr: 0.0098
Calculated total energy, eV: -556973.31459
LUMO energy (alpha / beta), eV: -4.5 / -6.2

=====

Entry 4:
Density functional theory data (ωB97M-V/def2-TZVPD) for a structure of composition C33H31Cl5GeHfN3O2 at a distorted geometry.

Atoms and positions in Å:
Hf: 0.108393 -0.221243 0.793029
C: -2.621452 -0.679589 -2.004672
C: -3.486396 -0.352350 -0.822820
C: -4.767730 -0.882069 -0.736152
C: -5.615409 -0.535044 0.303163
C: -5.183859 0.367016 1.258725
C: -3.906614 0.914034 1.206369
C: -3.482282 1.886189 2.269365
C: -3.054463 0.527612 0.168501
N: -1.714145 1.016601 0.110534
C: -1.620290 2.320727 -0.216976
O: -2.522792 3.113850 -0.477520
C: -0.193644 2.803570 -0.287064
C: 0.142324 4.127977 -0.507946
C: 1.490720 4.454782 -0.576697
C: 2.449803 3.459622 -0.443213
C: 2.020425 2.161058 -0.221045
N: 0.728303 1.857009 -0.137604
C: 2.981951 1.010097 -0.064100
O: 4.168873 1.207252 -0.326621
N: 2.387535 -0.135990 0.311655
C: 3.313551 -1.226373 0.319250
C: 3.350899 -2.066030 -0.787879
C: 2.464328 -1.814243 -1.970861
C: 4.252795 -3.124810 -0.796427
C: 5.101382 -3.349837 0.273628
C: 5.083760 -2.475727 1.348442
C: 4.216300 -1.388228 1.372593
C: 4.320594 -0.385375 2.485680
H: -3.067281 -1.488312 -2.583907
H: -1.616804 -1.001983 -1.715897
H: -2.516581 0.189729 -2.657626
H: -5.099701 -1.575070 -1.498820
H: -6.605097 -0.967346 0.367621
H: -5.834813 0.641527 2.079636
H: -4.087769 1.751983 3.166120
H: -3.597490 2.911571 1.914656
H: -2.434223 1.754626 2.541451
H: -0.655533 4.847875 -0.616290
H: 1.793454 5.481891 -0.740635
H: 3.512140 3.641109 -0.502238
H: 2.524517 -0.771848 -2.287305
H: 1.416589 -2.023057 -1.713934
H: 2.764866 -2.444152 -2.806467
H: 4.273106 -3.784556 -1.654262
H: 5.779639 -4.193475 0.265512
H: 5.766348 -2.618566 2.177418
H: 4.867603 -0.808612 3.326768
H: 3.347847 -0.057200 2.846724
H: 4.853741 0.499617 2.132597
Cl: 0.989884 1.579977 3.057773
C: -0.387513 0.681920 3.712150
C: -0.992546 -0.190770 2.834271
C: -2.112277 -0.836438 3.342189
Cl: -3.049031 -1.877471 2.327374
C: -2.560345 -0.630351 4.653242
Cl: -3.961757 -1.436693 5.264767
C: -1.881974 0.248315 5.501292
Cl: -2.421547 0.507462 7.119322
C: -0.769219 0.931797 5.025156
Cl: 0.087830 2.046943 6.024692
C: -0.820962 -4.201376 3.033275
Ge: 0.413301 -3.283211 1.796812
C: 1.570785 -4.769674 1.222564
C: 1.510545 -2.137087 2.996112
C: -0.245590 -2.201586 0.342655
H: -0.249228 -4.998954 3.507900
H: -1.674568 -4.641946 2.524012
H: -1.198245 -3.537360 3.805868
H: 2.032061 -5.246189 2.086771
H: 2.352186 -4.423876 0.554340
H: 0.968048 -5.512103 0.699840
H: 0.995320 -1.969498 3.941179
H: 1.727974 -1.156277 2.558035
H: 2.487398 -2.581716 3.172751
H: -1.043251 -2.701773 -0.207904

Atoms 1-3, force components in eV/Å:
-0.15 -0.95 -0.26
0.18 -0.13 -0.01
-0.13 -0.01 -0.06

Summary:
Highest occupied orbital energy, eV: -3.995
Charge: -1
Max |F|, Eh/bohr: 0.0228
Calculated total energy, eV: -163729.37018
LUMO energy, eV: 2.1

=====

Entry 5:
Density functional theory data (ωB97M-V/def2-TZVPD) for the molecule C2H5N5 at a distorted geometry.

Atoms and positions in Å:
C: 0.592426 0.283769 0.118450
C: -1.047241 0.724336 0.229641
N: 1.434244 1.108367 -0.288817
N: 1.198459 -0.922162 0.437331
N: 2.539617 0.451386 -0.376321
N: 2.480822 -0.765023 0.011281
N: -1.960741 -0.257399 -0.331047
H: -1.249619 0.917490 1.286186
H: -1.040469 1.690085 -0.344162
H: -1.909754 -0.141966 -1.348845
H: 0.803379 -1.853302 0.847662
H: -1.841125 -1.235581 -0.241357

Atoms 1-3, force components in eV/Å:
-6.62 -2.12 2.78
3.24 -1.25 0.00
-0.02 2.23 -1.23

Summary:
Highest occupied orbital energy, eV: -10.041
Charge: 0
Max |F|, Eh/bohr: 0.1457
SMILES: NCc1nnn[nH]1
Calculated total energy, eV: -9603.08207
LUMO energy, eV: 0.5

=====

Entry 6:
Density functional theory data (ωB97M-V/def2-TZVPD) for a cluster of 2 separate species, C7H11NO4 in total at a distorted geometry.

Atoms and positions in Å:
C: 2.694468 1.854507 -0.340539
C: -2.023791 -1.398148 0.388376
C: -2.008405 0.143426 0.199120
C: -1.021340 -1.546663 1.497571
C: -0.518869 0.619779 -0.037922
C: 0.403155 -1.593509 0.943046
C: 0.653554 -0.227298 0.357480
N: 2.478608 2.012471 -1.610278
O: 2.876537 2.426162 0.693765
O: 3.291209 2.478751 -2.440963
O: 1.406824 1.260127 -2.165668
O: 1.794734 0.220067 0.108295
H: -3.131703 -1.543151 0.737924
H: -1.773633 -1.882368 -0.565577
H: -2.616373 0.408681 -0.649095
H: -2.584891 0.636354 1.023506
H: -1.103473 -0.581424 2.149273
H: -1.346216 -2.434405 2.016202
H: -0.306454 0.661004 -1.165540
H: -0.430832 1.635424 0.183720
H: 1.091423 -1.943846 1.573024
H: 0.379674 -2.155335 0.076244
H: 1.795792 0.949395 -2.971967

Atoms 1-3, force components in eV/Å:
-0.20 1.97 2.11
-2.41 2.69 0.50
0.38 -0.13 -0.59

Summary:
Highest occupied orbital energy, eV: -7.855
Charge: 0
Max |F|, Eh/bohr: 0.0908
SMILES: O=C=[N+]([O-])O.O=C1CCCCC1
Calculated total energy, eV: -17110.70798
LUMO energy, eV: 0.3